[1]
Entry from the OMol25 dataset: C32H46Br20F10N2O5S3 as an isolated structure at a distorted geometry (wB97M-V/def2-TZVPD).

Summary:
**Frontier orbital gap**: 7.76 eV
**DFT total energy**: -1507676.709 eV
**Lowest unoccupied orbital energy**: -0.077 Ha
**Maximum force**: 0.031 Eh/bohr
**Spin multiplicity**: 1

```
118
C32H46Br20F10N2O5S3 (wB97M-V/def2-TZVPD)
C 0.4009 5.1534 -2.5762
O -2.0236 1.9255 1.0229
C -4.4658 -0.2391 1.3390
F -2.7448 -0.3426 -0.3502
C 5.3390 -0.0069 -5.6636
H -0.7020 5.6990 -4.3579
C 1.6949 0.1420 -8.4517
C -2.1661 -0.8600 6.1772
S -1.7179 -0.8772 2.0389
F 1.9866 3.3370 3.3567
Br 7.0251 2.3031 -5.5601
C 0.3088 -5.4811 -4.6594
H -4.9535 1.4566 -4.4065
H -1.8039 -1.8167 5.8168
H 3.8558 0.0125 -8.3931
C -1.0066 4.2336 6.4301
C 4.4350 -6.4284 3.4899
H 7.5026 -0.1336 -5.5981
H -0.3502 -3.9497 3.2127
Br -0.6513 0.3545 6.1567
H 1.1547 4.1776 6.5359
Br 5.2065 -0.3543 -3.7538
H -2.8719 -0.4502 5.4588
H -1.7940 4.9394 6.1869
H -2.4677 -1.4284 11.6655
C 1.9605 -0.7917 -0.7526
H -3.1066 2.8807 -8.8095
C -0.5644 6.0246 -3.3320
C 3.0704 0.6035 -8.8536
H 0.1854 -6.0921 -5.5505
N 1.8139 1.4557 -1.0709
C 1.5129 -5.9210 -3.8681
O 2.1922 -3.1327 -0.5218
H 0.9477 -2.8139 2.9950
C 0.4855 -3.7014 2.5656
H -0.0484 4.1902 -2.3522
H -3.7582 -1.4371 7.4894
H 0.9277 0.8723 -8.6865
Br 1.9788 -4.6142 -2.4985
F -0.4210 3.8892 2.3563
H -1.1996 3.2840 5.9336
H -1.7576 3.1461 -7.6897
H 5.0993 -0.9556 -6.1400
Br -1.7286 -2.0212 8.7625
Br -5.1841 -1.2457 10.5693
H 6.8265 0.4210 -7.1425
H -0.4350 4.0921 -9.7056
Br -2.7599 5.3004 -8.3623
C -4.2950 2.1777 -3.9339
C -2.2040 3.4558 -8.6320
C 6.7159 0.4533 -6.0605
C 1.4948 -1.9997 -0.1983
C 3.4205 -7.5144 3.7128
Br 0.0271 7.8767 -3.4080
H -0.7450 2.3427 -9.7317
F -4.5976 -0.4343 2.6451
H 0.3422 -4.1700 0.4670
H 5.4045 -6.8534 3.2416
C -4.3387 -0.4444 12.1257
Br 0.6093 6.6015 6.5898
Br -1.3407 -5.7035 -3.6496
C 0.3976 -2.0501 0.6226
H -2.5154 -0.5999 13.2368
H 0.7453 5.6113 -1.6549
Br 1.7982 -6.8276 4.5334
Br 3.3878 2.4535 -8.3490
F -5.4784 -0.8616 0.7223
H 4.5700 0.7223 -5.9012
C -3.1604 1.5262 -3.1925
H 0.4912 4.7310 4.9847
Br -3.4925 -2.8598 13.4204
C -0.0298 -3.4071 1.1431
C 1.2488 0.3993 -0.4739
C -1.2048 3.3286 -9.7499
Br 1.5774 -0.1970 -6.5411
H 3.1798 0.5717 -9.9351
F -3.3994 -2.1719 0.5855
O -1.8413 -2.1310 2.7103
H 0.3606 -4.4342 -4.9414
C -3.1405 -0.8722 0.8074
F 1.1709 3.7557 0.9046
H 3.8064 -8.2572 4.4071
F -4.5556 1.0424 1.0354
S 3.0724 0.9417 -1.8793
C -2.7909 -0.9428 7.5425
N 3.0208 -0.6248 -1.5367
C 0.3787 3.0433 1.7147
H -2.3657 2.2255 -2.9527
H -3.5178 1.0583 -2.2787
H 3.1236 -8.0009 2.7897
H -5.0846 -0.4284 12.9132
C 0.3597 4.7458 6.0640
H -1.5258 6.0476 -2.8240
Br 3.9516 -5.3152 1.9676
Br -2.0401 3.4774 -11.4993
F 0.7700 1.5927 3.6267
C 0.1037 0.3920 0.3701
H -4.8708 2.8137 -3.2656
H 1.1663 -4.5471 2.5917
C -3.0890 -1.1841 12.5210
Br -3.6398 3.3539 -5.3371
F 2.2724 1.6493 2.0530
Br -2.3518 0.0903 -4.2302
C 1.3510 2.3496 2.7108
H -2.9076 0.0307 8.0077
C -0.2930 -0.8180 0.9341
S -0.6834 1.9960 0.5470
O -0.5526 2.6693 -0.7082
Br 1.9889 4.7510 -3.6268
H 4.5379 -5.7672 4.3437
H 2.9161 -3.2136 0.1080
H 2.3792 -6.0018 -4.5222
H 1.4570 -0.8043 -8.9322
H 1.3527 -6.8674 -3.3619
H -4.0959 0.5746 11.8331
H -1.1105 -3.4578 1.0827
O -1.7612 0.2520 2.9064
Br -1.1584 3.8592 8.3316
```

Mulliken population analysis, charges in e, atoms 1 to 6: 0.0210, -0.6426, 0.5381, -0.0296, -0.4296, 0.3797

[2]
Entry from the OMol25 dataset: a 4-piece molecular cluster, C32H46BrFN3O9P2 overall at a distorted geometry (wB97M-V/def2-TZVPD).

Summary:
**Frontier orbital gap**: 4.81 eV
**DFT total energy**: -148159.151 eV
**Total charge**: -1
**Energy above the lowest of the compared OMol25 structures with the same formula, charge and spin**: 0.476 eV
**Lowest unoccupied orbital energy**: 0.039 Ha
**Maximum force**: 0.036 Eh/bohr
**Spin multiplicity**: 1

```
94
C32H46BrFN3O9P2 (wB97M-V/def2-TZVPD)
H 3.8872 3.7294 2.4964
O 3.3072 -2.8130 -3.7284
N -1.6089 -6.3280 -2.0294
O 1.8902 5.6674 -0.8508
F -1.6994 -1.7873 0.3411
H 4.8164 1.6231 2.9180
C -3.6374 0.6587 3.9442
C -0.5694 -2.8132 -2.3792
O -2.2593 -6.3425 -3.0627
H -2.3392 1.4865 2.4427
C -3.2889 0.9701 2.5252
H 0.6159 2.8890 -3.2297
H -2.0372 -1.9261 -5.2993
H -0.9542 -1.7366 3.9198
H 3.7392 0.8191 1.8242
C 0.5277 -6.8296 -0.9287
H -0.9958 5.6332 3.0553
H 0.7804 4.1606 1.0900
H -0.2172 2.7470 2.9662
C 3.5442 4.4999 -2.6623
H 0.3962 3.9920 4.0411
H 0.1016 -6.4821 0.0013
C 0.0652 -2.1873 -5.0168
C 0.7535 -2.8284 -2.7890
H -4.0952 -1.9111 4.7691
H 1.1096 -0.9805 1.7595
H 2.4409 -7.2806 -0.0901
C 2.2180 4.1352 -2.5493
C 1.5954 -7.7092 -3.3416
C -0.8804 -1.7212 1.5056
C -1.5706 -2.4862 -3.2817
H -2.6000 -2.4716 -2.9518
N 1.3756 4.8057 -1.5414
C 0.0685 3.7908 3.0305
H 3.9600 5.2599 -2.0188
C 3.7796 2.8923 -4.4324
O 2.6894 -2.1857 -5.6969
H -2.7250 3.1027 1.0364
C 2.4450 2.5369 -4.2973
H 1.5401 -3.0794 -2.0930
H -0.8249 -3.0451 -1.3553
H -1.3335 4.6134 1.6550
H 0.5054 -0.9619 0.1317
C -0.2233 -6.8300 -2.0868
H 5.1653 1.6269 1.2262
H 4.3942 2.4039 -5.1764
H -0.0628 0.2516 1.2485
H 5.3691 4.1426 -3.7164
N 2.4538 -2.5028 -4.5401
H 3.3971 -8.0544 -2.2332
C 4.3613 1.6930 1.9420
O -3.8302 -2.8418 4.6260
H 2.0197 1.7714 -4.9308
C -4.2625 1.8161 1.7361
H -2.1379 3.0647 3.7732
O -2.7889 -0.3413 4.3783
C 2.0753 2.7073 1.9973
C -1.1535 4.6186 2.7185
H -4.6851 0.3243 3.9295
C 3.5546 2.9735 1.8018
C -1.2541 -2.1779 -4.5974
H -4.3204 3.6785 0.7187
P -1.8952 -1.0657 3.0279
H 1.7538 2.1406 1.1319
H -5.2380 1.8779 2.2048
C 1.0490 -2.5101 -4.1022
H 1.8378 4.8043 2.3838
H 0.3215 -1.9465 -6.0370
P -3.1841 -2.9460 3.1183
H 1.8931 2.0899 2.8667
C 2.3715 -7.7133 -2.1906
H -2.5250 4.6313 4.3768
H -0.3280 -7.2543 -4.1818
O 0.2176 4.4387 -1.4445
C 1.2289 3.9742 2.0514
H -3.6526 1.5212 4.6038
C 4.3281 3.8700 -3.6141
C 1.6536 3.1608 -3.3477
H 2.0128 -8.0476 -4.2798
H -1.0065 0.0754 3.0921
O -1.9995 -5.9134 -0.9564
C -3.7119 3.1925 1.4692
Br -1.6107 -4.5560 3.4815
C 0.2849 -7.2656 -3.2935
C 1.8370 -7.2774 -0.9865
H -0.5129 -2.7252 1.6460
H 3.6603 3.3226 0.7849
C 0.2297 -0.7857 1.1642
C -3.6445 4.1519 2.6516
H -4.3550 1.3405 0.7713
H -3.6879 5.1509 2.2356
O -3.0296 -0.2957 1.9728
H -4.5144 4.0575 3.2914
C -2.3714 4.0712 3.4654
```

Mulliken population analysis, charges in e, atoms 1 to 6: 0.4894, -0.6254, 1.1773, -0.5902, -0.3874, 0.2859

[3]
Entry from the OMol25 dataset: C32H46BrN3O2ReSbSi3Te as an isolated structure at a distorted geometry (wB97M-V/def2-TZVPD).

Summary:
**Frontier orbital gap (spin up / spin down)**: 5.03 / 4.70 eV
**DFT total energy**: -152125.424 eV
**Total charge**: +1
**Energy above the lowest of the compared OMol25 structures with the same formula, charge and spin**: 0.623 eV
**Lowest unoccupied orbital energy (spin up / spin down)**: -0.184 / -0.182 Ha
**Maximum force**: 0.096 Eh/bohr
**Spin multiplicity**: 2

```
90
C32H46BrN3O2ReSbSi3Te (wB97M-V/def2-TZVPD)
H -4.3577 -3.5348 -0.5012
Br -0.4395 1.6290 -2.5214
H 1.4877 -0.6299 -2.8897
H 1.0632 -4.4788 -1.0324
C -2.3454 -1.4819 -3.3346
C 6.4004 2.5826 -3.8691
H -0.3835 3.1540 5.8864
C 2.7803 2.0486 5.4373
C -6.1839 1.7591 -1.9236
H -8.0417 2.7622 -1.5553
C -1.0527 -4.3825 2.0529
H 4.1434 -1.5914 -0.3097
C 1.2552 0.9502 2.1425
H 3.5790 3.4841 -5.4940
H 1.1574 -2.3241 -3.2224
C 2.0035 2.1400 -1.1606
C 5.8388 1.8064 -2.8678
C -1.6376 -4.2219 -1.9431
C 4.2103 3.0005 -4.7630
Si -1.3440 -2.5369 2.4498
C -5.6445 2.1977 0.7487
H -0.5987 2.2063 3.5981
C 1.6803 2.5974 6.0666
C 0.4667 2.6952 5.4048
N -0.7426 4.4550 0.3086
H -4.3467 -1.7841 -0.2654
C 1.4963 2.0448 -2.4783
H 7.4665 2.7390 -3.9085
H -1.3197 -1.3083 -3.6503
H 2.8109 -1.7693 -3.0413
H 4.0490 0.9798 -2.0593
N 1.3583 1.6840 -0.1240
H 3.2076 -0.1723 0.1109
H 1.6417 2.1638 -4.5751
C 4.4701 1.6390 -2.8021
O -0.0612 0.7012 1.8430
C -4.7085 1.5456 -0.0426
H -0.1388 -0.7634 3.7398
H 1.7368 -4.1861 0.5604
C 3.2112 -1.2579 0.1413
H -1.4250 -4.6542 1.0719
H 1.7695 2.9503 7.0818
H -3.8514 -2.3179 2.1174
H -5.4181 2.3792 1.7871
H -0.2993 -2.2022 4.7228
H 3.7353 1.9742 5.9316
C -0.8371 3.3158 0.2250
H -2.3828 -4.9224 -2.2980
H -3.3089 -1.3139 3.4568
H -2.8607 -1.9864 -4.1457
Si -2.4152 -2.5062 -1.7248
Te -2.9933 0.8140 1.0111
C 3.6254 2.2686 -3.7225
C 2.6723 1.5665 4.1385
H -4.9193 -2.4742 -1.7755
H -3.4737 -3.0503 3.6715
H 3.2286 -1.5696 1.1833
H 3.6642 0.8952 2.6198
H -7.5433 3.1549 0.8374
C 1.4331 1.6008 3.4970
C 0.3452 2.1853 4.1273
H -0.0022 -4.6454 2.0914
C -3.1733 -2.2773 2.9683
H 6.4751 1.3334 -2.1375
H 2.9533 2.6458 -1.0308
H 1.7664 -0.0414 2.1641
Si 1.7259 -2.0632 -0.7825
O 3.7975 1.0627 3.5579
C -6.8363 2.6376 0.2068
H 2.7954 -4.2930 -0.8339
C -0.0924 -1.8480 3.7175
C -4.9851 1.3244 -1.3822
N 1.9600 1.7393 1.1111
H 2.2323 2.6746 1.4074
H -0.8319 -4.2104 -2.6672
H -4.2620 0.8261 -2.0148
C 2.1815 2.1601 -3.6385
C -4.1762 -2.5825 -0.9897
H -1.2386 -4.6087 -1.0124
H -2.8166 -0.5106 -3.2047
H -6.3971 1.5848 -2.9697
C 1.7986 -1.6478 -2.6622
C 5.5807 3.1550 -4.8308
H 6.0151 3.7227 -5.6382
Sb -0.8184 -1.3896 0.0510
H 0.9256 -2.1365 3.4654
C 1.8293 -3.9388 -0.4909
C -7.1112 2.4176 -1.1329
H -1.5691 -5.0005 2.7778
Re -0.6408 1.2625 -0.0667
```

Mulliken population analysis, charges in e, atoms 1 to 6: 0.3977, -0.0362, -0.0503, 0.2847, -0.8518, -0.4743

[4]
Entry from the OMol25 dataset: C32H46BrN3P2SSr as an isolated structure at a distorted geometry (wB97M-V/def2-TZVPD).

Summary:
**Frontier orbital gap**: 4.86 eV
**DFT total energy**: -138679.117 eV
**Total charge**: +2
**Energy above the lowest of the compared OMol25 structures with the same formula, charge and spin**: 0.000 eV
**Lowest unoccupied orbital energy**: -0.247 Ha
**Maximum force**: 0.045 Eh/bohr
**Spin multiplicity**: 1

```
86
C32H46BrN3P2SSr (wB97M-V/def2-TZVPD)
P -0.8970 -2.5557 -0.7147
C 4.7867 0.8317 0.3113
H -5.9997 3.3983 -6.1350
H 0.2898 -4.0371 0.6863
C 0.5751 -2.9483 -1.7244
H -2.7272 -2.3291 -2.2485
H -3.3862 -2.4856 0.6795
H 1.0398 -3.8392 -1.2853
C -2.5826 -2.9267 -1.3392
H -0.3147 1.3683 -3.2591
H -2.5784 -3.9862 -1.6607
C 0.5565 3.3773 4.0776
H -2.4219 -0.3604 0.9360
C -0.5780 2.4314 6.5141
H -4.3010 -1.7717 -0.6534
H 5.7652 -1.2861 3.0631
H 0.1863 -2.3223 -3.8094
N -6.5836 4.8467 -4.7577
C -0.7050 1.0266 -2.2920
C -0.1559 -0.0523 -1.6350
H 6.1224 1.9474 -1.0212
C 4.7775 -1.4572 -1.4435
C -3.4699 3.4710 -2.2234
H -0.4400 -0.9424 2.0486
C -1.1509 0.2743 3.4716
H -1.7405 -1.6545 3.0222
C -1.8701 1.6282 -1.7812
H 1.3173 -2.1349 -1.6439
H 0.8550 -0.3582 -1.9468
H -5.2081 5.5179 -1.7648
H 3.5887 -1.4732 1.5734
H -1.3464 -5.4076 1.7674
H 4.6596 -0.5654 -2.0771
H 3.7804 -1.8773 -1.2565
H -1.8286 -5.3592 0.0516
C -2.4115 1.1709 -0.5321
H -3.1877 1.7854 -0.0517
C 5.8592 1.9014 0.0439
H 6.1551 -2.8999 2.4356
C -2.5274 2.5807 -2.6207
Br 1.4234 -0.3018 0.9318
N -0.5842 1.4044 3.0156
P 5.4792 -0.8731 0.1650
C 0.2323 -3.2376 -3.1925
C -6.3737 5.4336 -3.5852
C -1.7232 -4.7527 0.9664
C -1.9460 -0.0283 0.0141
C -0.7133 -3.6070 0.7731
N -1.2416 -0.8361 2.6962
C -0.9071 -0.7688 -0.6425
H -0.7437 -3.7405 -3.2680
C 5.3405 -2.1989 2.6395
H 5.6792 -3.4426 -1.6085
H 4.6982 -2.6526 3.3952
C -5.3409 5.0224 -2.7296
C 0.8260 4.0333 5.2896
H 0.4689 4.0774 7.4266
H 5.3349 -2.6614 -3.1564
H 6.7201 -2.1252 -2.1974
C -3.7256 -2.6508 -0.3505
H -2.7294 -4.4153 1.2713
C 0.2589 3.5588 6.4906
S -1.7302 0.2848 5.0967
C -5.7944 3.8587 -5.1703
H -1.0226 2.0484 7.4314
H 0.9785 -3.9089 -3.6526
H -4.1054 2.5982 -4.7924
H 3.9368 0.9371 -0.3763
H 4.3840 0.9413 1.3293
C 4.5623 -1.9264 1.3578
C -0.2895 2.2589 4.0976
Sr -0.0095 2.1311 0.4837
H 4.3655 -2.8788 0.8517
H 6.7697 1.6984 0.6217
H -4.4171 -3.5071 -0.3192
H 1.0259 3.6732 3.1394
H 1.4858 4.9035 5.3013
C -4.7210 3.3960 -4.3975
H -7.0387 6.2583 -3.3007
C -0.8450 1.7896 5.3108
C 5.6859 -2.4809 -2.1349
H -0.6671 -2.9351 1.6335
H -2.3558 2.4330 -3.6993
H 5.4839 2.8882 0.3408
H -3.5174 3.8199 -1.1915
C -4.5005 3.9549 -3.1100
```

Mulliken population analysis, charges in e, atoms 1 to 6: 1.2000, 0.0437, 0.3626, 0.6873, -0.1065, 0.6140

[5]
Entry from the OMol25 dataset: C32H46GeN4O5STi as an isolated structure (wB97M-V/def2-TZVPD).

Summary:
**Frontier orbital gap (spin up / spin down)**: 7.44 / 8.00 eV
**DFT total energy**: -140596.029 eV
**Total charge**: +1
**Energy above the lowest of the compared OMol25 structures with the same formula, charge and spin**: 0.000 eV
**Lowest unoccupied orbital energy (spin up / spin down)**: -0.092 / -0.093 Ha
**Maximum force**: 0.017 Eh/bohr
**Spin multiplicity**: 2

```
90
C32H46GeN4O5STi (wB97M-V/def2-TZVPD)
O -0.9091 -0.5535 3.1284
C -3.1193 1.6178 -0.6474
C 2.4114 2.5711 2.1481
C 0.9681 4.1733 -1.4369
H -4.1983 1.6736 -0.7961
C -1.2240 1.4160 -3.6583
N 2.1037 5.3184 -3.2224
H 2.4049 3.0337 1.1620
H -2.8830 -2.3947 5.0877
C -0.1118 -4.1793 1.1498
C -0.9023 -1.8648 -2.2571
H -2.7342 2.6355 -0.5658
N 0.9488 1.7724 -1.3657
C 1.6461 1.7748 -2.5192
H 0.6722 5.1009 -0.9691
H 0.0326 -2.7144 4.3200
C -3.2576 -0.6268 0.4861
H 0.0610 2.9707 0.0713
H 0.6993 -1.2847 5.1202
C 2.4857 0.3971 3.4018
H 1.7843 0.8091 4.1314
Ti 0.1350 0.0814 -0.2210
H 2.2192 -1.0926 -2.3257
H 3.3491 2.8391 2.6347
H -2.6890 1.1420 -1.5237
H 3.2099 0.9127 0.0735
H -4.3474 -0.6740 0.4598
C 3.5961 -2.7793 -2.1420
C -0.1999 -1.8859 4.9883
H -2.1113 -1.1683 -6.4382
H 0.0951 -4.7570 2.0399
H -0.7868 0.7091 5.5846
H -1.0201 2.1428 -2.8867
H -4.5395 1.5303 1.6465
H 4.6457 -2.4902 -2.0521
H 2.6091 2.8366 -4.0869
H -2.8749 -1.0784 -0.4281
C 2.0514 2.9131 -3.1652
C -2.5642 -1.9042 4.1682
C -1.8545 -0.4503 -5.6737
Ge -0.5624 1.1442 2.6364
H 3.4154 -0.5411 1.0767
C -1.6659 0.0997 5.3691
C -2.8026 0.8208 0.6101
C -1.3305 -1.0381 4.4100
H 1.5962 2.9880 2.7403
H 2.3588 -2.9180 -3.7882
H -1.6710 2.8851 -5.1302
C -0.5760 -4.8265 0.0067
H 3.4929 0.5675 3.7816
H 4.3672 0.9134 1.4064
C -0.1678 -2.0310 0.0380
H -0.7362 -5.8949 0.0102
O -1.3604 0.8378 0.7888
O 2.0942 -1.1055 -1.3376
C 2.8735 -2.1474 -0.9571
N 3.0402 -2.2764 -3.3993
C 2.3186 1.0519 2.0365
C -1.1436 0.0460 -3.3924
C -1.4784 -0.8673 -4.4019
H 0.4500 -2.3277 2.0588
O 2.9866 -2.4954 0.1769
H -1.2064 -4.5793 -2.0208
N -0.7988 -0.5506 -2.1847
H -2.3374 -2.6684 3.4252
H -2.4420 0.7476 4.9585
C -0.8351 -4.0882 -1.1315
C 3.3919 0.5455 1.0848
H -2.0318 -0.3034 6.3126
S -1.3837 -2.4910 -3.7961
H 3.5474 -3.8642 -2.0240
H 1.8705 0.8111 -2.9593
C 0.6270 2.9803 -0.8550
H -2.1986 1.2574 -6.9031
C 1.7162 4.1701 -2.6279
H -3.3936 -1.3001 3.7989
C 0.0899 -2.8065 1.1583
H -3.0964 2.4964 1.9645
H 1.7948 6.2079 -2.8735
C -1.9043 0.9058 -5.9247
H 2.3158 -0.6757 3.3214
H 2.5699 5.3061 -4.1114
O 1.0183 0.6653 1.5167
C -1.5996 1.8277 -4.9198
H -2.8949 -1.2050 1.3345
H 3.7547 -2.1261 -4.0982
H -0.4817 -2.2974 5.9579
C -0.6292 -2.7057 -1.1009
C -3.4637 1.4804 1.8136
H -3.2993 0.9017 2.7230
```

Mulliken population analysis, charges in e, atoms 1 to 6: -0.0432, -1.9471, -1.5849, -0.8893, 0.5434, 0.2471